Entry P
Formula: C4H4NO
Source: OMol25
Level of theory: wB97M-V/def2-TZVPD

Last column: Mulliken charge in e.
CARTESIAN COORDINATES (ANGSTROEM)
1 O -1.89 0.88 -0.34  -0.14
2 N 1.67 -0.22 0.56  -0.08
3 C -2.16 -0.25 0.58  -0.25
4 C -0.95 0.10 -0.08  0.00
5 C 2.54 -0.32 -0.46  0.04
6 C 2.71 0.72 0.35  0.10
7 H 2.58 -1.00 -1.35  0.37
8 H 2.91 1.55 0.97  0.46
9 H -2.15 -0.16 1.57  0.25
10 H -2.79 -0.97 0.16  0.25

Highest occupied orbital energy (spin up / spin down) in eV: -13.477 / -13.475
HOMO-LUMO gap (spin up / spin down) in eV: 7.111 / 7.109
Total charge: +1

=====

Entry Q
Formula: C4H4NO
Source: OMol25
Level of theory: wB97M-V/def2-TZVPD

Last column: Mulliken charge in e.
CARTESIAN COORDINATES (ANGSTROEM)
1 O 3.35 -0.35 -0.08  -0.01
2 N 3.27 0.97 -0.23  -0.17
3 C 1.93 -0.92 -0.17  -0.22
4 C 1.01 0.13 -0.32  0.73
5 C 2.01 1.05 -0.36  0.34
6 C -0.44 0.15 -0.44  -1.20
7 H -0.74 -0.70 -0.96  0.38
8 H 1.79 -1.93 0.23  0.40
9 H -0.85 0.15 0.59  0.33
10 H -0.83 0.91 -0.95  0.43

Highest occupied orbital energy (spin up / spin down) in eV: -16.526 / -16.526
HOMO-LUMO gap (spin up / spin down) in eV: 7.616 / 7.615
Total charge: +1

=====

Which of them is most stable? Easy: entry Q.

=====

Entry P
Formula: CH4NO3P
Source: OMol25
Level of theory: wB97M-V/def2-TZVPD

Last column: Mulliken charge in e.
CARTESIAN COORDINATES (ANGSTROEM)
1 P -0.90 -1.38 0.06  0.32
2 O 2.96 -0.34 -0.02  -0.41
3 O -1.85 -0.38 1.08  -0.36
4 O -1.22 -0.08 -1.00  -0.34
5 N 1.53 -0.27 -0.17  -0.23
6 C -1.66 0.63 0.15  -0.01
7 H -0.79 1.24 0.36  0.26
8 H 3.08 0.16 0.80  0.34
9 H -2.65 1.10 -0.19  0.21
10 H 1.50 -0.68 -1.08  0.21

Highest occupied orbital energy (spin up / spin down) in eV: -7.340 / -9.451
HOMO-LUMO gap (spin up / spin down) in eV: 7.196 / 9.320

=====

Entry Q
Formula: CH4NO3P
Source: OMol25
Level of theory: wB97M-V/def2-TZVPD

Last column: Mulliken charge in e.
CARTESIAN COORDINATES (ANGSTROEM)
1 P 0.64 0.84 0.41  1.00
2 O 0.36 -0.79 -0.82  -0.32
3 O 0.50 0.15 1.69  -0.65
4 O 1.84 1.37 -0.23  -0.63
5 N -0.75 1.47 -0.19  -0.43
6 C 0.03 -1.84 -0.25  0.01
7 H -0.17 -2.04 0.85  0.26
8 H -0.09 -2.59 -1.05  0.28
9 H -1.48 0.97 0.16  0.22
10 H -0.88 2.47 -0.58  0.26

Highest occupied orbital energy in eV: -10.348
HOMO-LUMO gap in eV: 9.586

=====

Which of them is most stable? Easy: entry Q.

=====

Entry P
Formula: C2H2N2O3
Source: OMol25
Level of theory: wB97M-V/def2-TZVPD

Last column: Mulliken charge in e.
CARTESIAN COORDINATES (ANGSTROEM)
1 O -0.71 0.81 0.65  -0.09
2 O 0.17 -1.06 -0.55  -0.24
3 O -1.77 0.05 -1.31  -0.40
4 N 0.21 0.42 1.49  -0.34
5 N 1.36 -0.22 -0.51  -0.35
6 C 1.38 0.14 0.83  0.08
7 C -0.88 0.01 -0.51  0.66
8 H 2.15 0.19 1.74  0.33
9 H 2.37 -0.72 -0.79  0.35

Highest occupied orbital energy in eV: -9.925
HOMO-LUMO gap in eV: 9.813
SMILES string: O=C1ON=CNO1

=====

Entry Q
Formula: C2H2N2O3
Source: OMol25
Level of theory: wB97M-V/def2-TZVPD

Last column: Mulliken charge in e.
CARTESIAN COORDINATES (ANGSTROEM)
1 O 2.84 0.76 -0.38  -0.38
2 O -2.38 -0.38 0.25  -0.12
3 O 0.60 0.80 -0.43  -0.31
4 N -1.09 -0.84 0.26  -0.22
5 N -1.92 0.93 -0.08  -0.46
6 C 1.83 0.30 0.05  0.20
7 C -0.70 0.40 -0.14  0.67
8 H -1.00 -1.61 -0.47  0.29
9 H 1.82 -0.36 0.93  0.33

Highest occupied orbital energy in eV: -10.328
HOMO-LUMO gap in eV: 10.747

=====

Entry R
Formula: C2H2N2O3
Source: OMol25
Level of theory: wB97M-V/def2-TZVPD

Last column: Mulliken charge in e.
CARTESIAN COORDINATES (ANGSTROEM)
1 O -1.10 -0.39 0.75  -0.27
2 O 1.63 -0.81 -1.21  -0.40
3 O 0.34 0.81 -0.48  -0.08
4 N 0.64 -1.43 -0.45  -0.55
5 N -0.41 1.56 0.29  -0.22
6 C -1.04 0.92 1.12  0.06
7 C -0.04 -0.39 -0.11  0.79
8 H -1.42 1.37 2.24  0.29
9 H 1.41 -1.63 -2.15  0.39

Highest occupied orbital energy in eV: -9.170
HOMO-LUMO gap in eV: 9.569

=====

Entry S
Formula: C2H2N2O3
Source: OMol25
Level of theory: wB97M-V/def2-TZVPD

Last column: Mulliken charge in e.
CARTESIAN COORDINATES (ANGSTROEM)
1 O -0.42 -1.18 -0.29  -0.26
2 O 1.10 1.09 -0.09  -0.19
3 O -0.87 2.37 -0.13  -0.60
4 N -0.91 0.09 -0.38  -0.12
5 N 1.51 -0.27 0.44  -0.25
6 C -0.22 1.26 -0.23  0.59
7 C 0.77 -1.23 0.27  0.16
8 H 1.11 -2.32 0.44  0.33
9 H -2.07 0.20 -0.04  0.34

Highest occupied orbital energy in eV: -10.227
HOMO-LUMO gap in eV: 10.489
SMILES string: O=C1NOC=NO1

=====

Which of them is most stable? Easy: entry S.

=====

Entry P
Formula: C3H4N2S2
Source: OMol25
Level of theory: wB97M-V/def2-TZVPD

Last column: Mulliken charge in e.
CARTESIAN COORDINATES (ANGSTROEM)
1 S 0.54 -1.99 -0.87  -0.19
2 S -1.12 -2.41 1.72  -0.05
3 N -0.37 0.78 0.98  -0.46
4 N -2.68 0.48 1.49  -0.62
5 C -1.57 0.57 1.12  0.55
6 C -0.19 -1.86 0.48  0.48
7 C 0.42 1.29 -0.10  -0.55
8 H -1.02 -3.63 1.60  0.14
9 H -0.23 2.09 -0.56  0.30
10 H 0.83 0.56 -0.87  0.09
11 H 1.33 1.58 0.26  0.29

Highest occupied orbital energy (spin up / spin down) in eV: -7.861 / -7.854
HOMO-LUMO gap (spin up / spin down) in eV: 5.826 / 5.815

=====

Entry Q
Formula: C3H4N2S2
Source: OMol25
Level of theory: wB97M-V/def2-TZVPD

Last column: Mulliken charge in e.
CARTESIAN COORDINATES (ANGSTROEM)
1 S 0.37 -2.47 -0.06  -0.08
2 S -2.03 0.46 -0.55  -0.20
3 N -1.93 -2.63 1.53  -0.43
4 N 0.39 1.43 -0.52  -0.49
5 C -0.34 0.27 -0.34  0.62
6 C -1.11 -2.38 0.77  0.30
7 C 0.46 -0.77 0.01  -0.51
8 H -2.28 -0.83 -0.28  0.11
9 H 1.23 1.42 -1.04  0.20
10 H 1.49 -0.40 0.08  0.29
11 H 0.02 2.28 -0.18  0.17

Highest occupied orbital energy in eV: -8.209
HOMO-LUMO gap in eV: 8.541
SMILES string: N#CS/C=C(/N)S

=====

Entry R
Formula: C3H4N2S2
Source: OMol25
Level of theory: wB97M-V/def2-TZVPD

Last column: Mulliken charge in e.
CARTESIAN COORDINATES (ANGSTROEM)
1 S 0.94 1.30 1.12  0.04
2 S 0.09 -0.20 -1.83  0.04
3 N 1.05 -0.36 1.46  -0.42
4 N -0.36 1.42 -1.38  -0.45
5 C 0.54 -1.29 0.76  0.26
6 C -0.50 -1.09 -0.32  -0.88
7 C -0.03 1.90 -0.24  0.00
8 H -1.31 -0.36 0.03  0.31
9 H -0.23 2.95 -0.09  0.37
10 H 0.76 -2.27 1.16  0.39
11 H -0.95 -2.00 -0.66  0.34

Highest occupied orbital energy in eV: -8.691
HOMO-LUMO gap in eV: 8.894
SMILES string: C1=NSC=NSC1

=====

Entry S
Formula: C3H4N2S2
Source: OMol25
Level of theory: wB97M-V/def2-TZVPD

Last column: Mulliken charge in e.
CARTESIAN COORDINATES (ANGSTROEM)
1 S -1.75 -1.12 -0.24  -0.01
2 S 2.59 -0.37 -0.14  -0.31
3 N -1.96 0.52 0.02  -0.42
4 N 0.36 1.01 -0.16  -0.22
5 C -0.99 1.34 -0.05  0.07
6 C 0.98 -0.17 -0.02  0.22
7 C 0.08 -1.41 0.13  -0.60
8 H 1.08 1.75 -0.31  0.24
9 H -1.12 2.39 0.11  0.38
10 H 0.17 -1.75 1.18  0.31
11 H 0.56 -2.18 -0.52  0.34

Highest occupied orbital energy in eV: -8.691
HOMO-LUMO gap in eV: 8.428
SMILES string: S=C1CSN=CN1

=====

Which of them is most stable? Easy: entry S.

=====

Entry P
Formula: C6H14O
Source: OMol25
Level of theory: wB97M-V/def2-TZVPD

Last column: Mulliken charge in e.
CARTESIAN COORDINATES (ANGSTROEM)
1 O 2.86 0.67 1.21  -0.56
2 C -2.71 0.95 0.46  -1.20
3 C 0.83 -0.36 0.44  -0.48
4 C 1.85 0.63 0.43  0.04
5 C -1.75 -0.21 0.64  -0.40
6 C -0.73 -0.67 -1.64  -1.20
7 C -0.49 -0.02 -0.22  1.30
8 H -0.22 2.07 -0.49  0.25
9 H -2.38 -1.26 0.44  0.25
10 H -1.24 -0.28 1.63  0.32
11 H -0.49 1.11 -0.47  -0.98
12 H 6.51 -2.41 0.62  0.00
13 H 6.96 -1.81 0.69  0.01
14 H -1.68 -0.25 -1.99  0.32
15 H 0.02 -0.33 -2.35  0.40
16 H -0.91 -1.85 -1.65  0.29
17 H -2.30 1.86 1.00  0.30
18 H 0.65 -1.16 1.19  0.37
19 H 1.73 1.39 -0.41  0.25
20 H -3.64 0.74 1.06  0.35
21 H -2.89 1.17 -0.58  0.36

Highest occupied orbital energy in eV: -7.884
HOMO-LUMO gap in eV: 5.594

=====

Entry Q
Formula: C6H14O
Source: OMol25
Level of theory: wB97M-V/def2-TZVPD

Last column: Mulliken charge in e.
CARTESIAN COORDINATES (ANGSTROEM)
1 O 1.16 -1.14 -0.48  -0.21
2 C 2.47 -1.24 -0.83  -0.53
3 C -1.23 -0.54 1.46  -1.65
4 C -0.67 0.25 0.24  1.97
5 C -0.88 1.74 0.48  -1.74
6 C 0.86 0.08 0.02  -0.90
7 C -1.42 -0.22 -1.01  -1.72
8 H -2.31 -0.34 1.58  0.40
9 H -1.31 -1.30 -1.17  0.36
10 H 2.57 -2.23 -1.33  0.23
11 H -0.33 2.07 1.36  0.39
12 H 3.17 -1.14 0.01  0.27
13 H -1.94 1.96 0.65  0.42
14 H -2.49 0.01 -0.92  0.43
15 H -0.53 2.31 -0.38  0.38
16 H -0.75 -0.24 2.40  0.38
17 H -1.03 0.30 -1.89  0.37
18 H 1.47 0.37 0.89  0.44
19 H 2.58 0.04 -1.43  0.23
20 H -1.12 -1.62 1.35  0.36
21 H 1.71 0.87 -1.01  0.12

Highest occupied orbital energy in eV: -9.740
HOMO-LUMO gap in eV: 10.605

=====

Which of them is most stable? Easy: entry Q.

=====

Entry P
Formula: C6H14O
Source: OMol25
Level of theory: wB97M-V/def2-TZVPD

Last column: Mulliken charge in e.
CARTESIAN COORDINATES (ANGSTROEM)
1 O -1.98 5.90 -1.59  -0.67
2 C -0.47 -0.10 -0.56  -0.49
3 C 2.14 -1.48 1.06  -0.94
4 C -0.14 -1.55 -0.31  -0.69
5 C 0.75 -1.59 0.99  0.61
6 C -0.15 -1.92 2.22  -1.13
7 C 0.56 0.56 -1.46  -1.12
8 H 1.48 0.51 -0.95  0.27
9 H -1.45 0.07 -0.88  0.47
10 H 0.46 -2.03 -1.12  0.40
11 H 0.30 1.62 -1.68  0.33
12 H 0.27 -1.71 3.33  0.31
13 H -1.24 -1.43 2.27  0.24
14 H -0.32 -3.02 2.03  0.30
15 H -1.03 -2.28 -0.02  0.31
16 H -2.60 5.54 -0.87  0.33
17 H 0.69 0.00 -2.45  0.27
18 H -2.22 5.51 -2.53  0.33
19 H 2.71 -1.32 0.15  0.28
20 H -0.46 0.41 0.37  0.33
21 H 2.68 -1.69 2.01  0.27

Highest occupied orbital energy in eV: -9.076
HOMO-LUMO gap in eV: 9.816
SMILES string: C=C(C)CCC.O

=====

Entry Q
Formula: C6H14O
Source: OMol25
Level of theory: wB97M-V/def2-TZVPD

Last column: Mulliken charge in e.
CARTESIAN COORDINATES (ANGSTROEM)
1 O 1.85 -2.93 1.00  -0.52
2 C -2.38 1.31 -0.16  -1.20
3 C 0.19 1.34 -0.22  -0.86
4 C 0.29 -0.12 0.32  -0.41
5 C 1.45 -2.34 -0.25  -0.72
6 C -1.10 2.05 0.21  -0.44
7 C 1.51 -0.83 -0.30  -0.42
8 H -2.30 0.63 -1.01  0.34
9 H -1.04 3.06 -0.22  0.37
10 H 1.07 1.88 0.12  0.34
11 H 1.41 -0.56 -1.35  0.32
12 H -0.64 -0.57 -0.04  0.26
13 H -1.05 2.20 1.29  0.32
14 H 2.18 -2.82 -0.91  0.33
15 H 2.47 -0.40 -0.03  0.39
16 H 0.32 -0.14 1.42  0.27
17 H -3.18 2.03 -0.14  0.33
18 H 1.03 -2.99 1.49  0.30
19 H 0.41 -2.58 -0.53  0.33
20 H -2.63 0.57 0.62  0.31
21 H 0.14 1.22 -1.31  0.37

Highest occupied orbital energy in eV: -10.146
HOMO-LUMO gap in eV: 11.126
SMILES string: CCCCCCO

=====

Entry R
Formula: C6H14O
Source: OMol25
Level of theory: wB97M-V/def2-TZVPD

Last column: Mulliken charge in e.
CARTESIAN COORDINATES (ANGSTROEM)
1 O -4.40 -4.11 -1.06  -0.65
2 C -1.08 1.47 0.06  -1.50
3 C 1.36 0.70 -0.15  0.71
4 C 0.18 0.74 0.54  0.98
5 C -0.06 -0.13 1.77  -1.49
6 C 2.53 -0.18 0.25  -1.32
7 C 1.59 1.42 -1.51  -1.29
8 H 2.38 -0.76 1.18  0.30
9 H -1.48 0.89 -0.78  0.29
10 H 2.55 1.95 -1.43  0.35
11 H 0.55 0.23 2.61  0.32
12 H -5.31 -3.82 -0.83  0.33
13 H 0.24 -1.16 1.52  0.34
14 H -1.12 -0.14 2.08  0.35
15 H -0.86 2.49 -0.29  0.34
16 H -1.86 1.54 0.85  0.40
17 H 0.80 2.15 -1.73  0.27
18 H 1.65 0.71 -2.35  0.32
19 H -3.81 -3.55 -0.50  0.32
20 H 3.44 0.44 0.37  0.34
21 H 2.69 -0.88 -0.59  0.30

Highest occupied orbital energy in eV: -8.482
HOMO-LUMO gap in eV: 9.104
SMILES string: CC(C)=C(C)C.O

=====

Which of them is most stable? Easy: entry Q.

=====

Entry P
Formula: C6H14O
Source: OMol25
Level of theory: wB97M-V/def2-TZVPD

Last column: Mulliken charge in e.
CARTESIAN COORDINATES (ANGSTROEM)
1 O -2.81 -2.51 1.20  -0.50
2 C 2.02 1.08 -0.36  -0.25
3 C 2.24 2.33 -0.77  -0.91
4 C -1.00 -1.01 0.89  -0.60
5 C 0.14 -0.56 -0.02  -0.45
6 C -1.80 -2.14 0.28  -0.52
7 C 0.91 0.65 0.54  -0.47
8 H -2.23 -1.81 -0.67  0.32
9 H -1.68 -0.17 1.09  0.32
10 H 0.22 1.49 0.71  0.29
11 H 2.73 0.30 -0.66  0.25
12 H -0.64 3.44 -1.56  0.02
13 H -3.34 -3.21 0.81  0.30
14 H 1.56 3.14 -0.51  0.40
15 H 0.83 -1.39 -0.18  0.33
16 H -1.13 -2.99 0.07  0.32
17 H 3.11 2.60 -1.37  0.23
18 H 1.33 0.38 1.52  0.33
19 H -0.26 -0.28 -1.01  0.32
20 H 0.41 2.01 -1.84  -0.02
21 H -0.61 -1.33 1.86  0.29

Highest occupied orbital energy (spin up / spin down) in eV: -9.608 / -8.833
HOMO-LUMO gap (spin up / spin down) in eV: 9.470 / 8.584

=====

Entry Q
Formula: C6H14O
Source: OMol25
Level of theory: wB97M-V/def2-TZVPD

Last column: Mulliken charge in e.
CARTESIAN COORDINATES (ANGSTROEM)
1 O -1.30 -2.07 0.98  -0.32
2 C 0.60 -0.74 0.52  -0.46
3 C 1.08 0.64 0.16  -0.72
4 C 1.73 0.93 -1.12  0.17
5 C -0.92 -0.77 0.61  -0.58
6 C 1.86 2.26 -1.57  -1.13
7 C -2.69 -2.21 1.08  -0.72
8 H 1.29 1.34 0.96  0.44
9 H -2.90 -3.25 1.37  0.25
10 H -3.19 -2.01 0.11  0.30
11 H -0.23 1.92 -0.43  -0.02
12 H -1.36 -0.49 -0.36  0.36
13 H 1.58 0.16 -1.88  0.26
14 H 2.08 3.05 -0.84  0.31
15 H 0.13 2.36 -1.04  0.13
16 H -3.12 -1.53 1.83  0.29
17 H 1.00 -1.08 1.48  0.29
18 H 0.91 -1.46 -0.24  0.29
19 H 2.56 0.53 -0.38  0.18
20 H -1.28 -0.04 1.35  0.37
21 H 2.19 2.46 -2.58  0.29

Highest occupied orbital energy in eV: -7.453
HOMO-LUMO gap in eV: 8.351

=====

Entry R
Formula: C6H14O
Source: OMol25
Level of theory: wB97M-V/def2-TZVPD

Last column: Mulliken charge in e.
CARTESIAN COORDINATES (ANGSTROEM)
1 O -0.39 3.26 0.52  -0.66
2 C -0.14 -0.23 -0.04  0.41
3 C -1.22 -0.59 -1.02  -1.33
4 C -1.37 -1.17 1.91  -1.37
5 C 2.08 -0.50 -1.30  -1.22
6 C -0.19 -0.49 1.26  0.02
7 C 1.07 0.44 -0.64  -0.75
8 H -2.01 0.16 -1.11  0.29
9 H 2.71 0.01 -2.03  0.37
10 H -1.70 -1.52 -0.68  0.34
11 H -1.23 -1.35 2.97  0.35
12 H 0.53 3.48 0.38  0.31
13 H 1.58 1.06 0.09  0.39
14 H -1.61 -2.17 1.52  0.33
15 H 0.69 -0.42 1.88  0.38
16 H -0.87 -0.70 -2.04  0.39
17 H 2.69 -0.96 -0.53  0.31
18 H 1.57 -1.33 -1.80  0.32
19 H -2.25 -0.60 1.75  0.35
20 H 0.77 1.21 -1.35  0.44
21 H -0.70 2.39 0.27  0.33

Highest occupied orbital energy in eV: -9.106
HOMO-LUMO gap in eV: 9.976
SMILES string: C/C=C(\C)CC.O

=====

Which of them is most stable? Easy: entry R.

=====

Entry P
Formula: C6H14O
Source: OMol25
Level of theory: wB97M-V/def2-TZVPD

Last column: Mulliken charge in e.
CARTESIAN COORDINATES (ANGSTROEM)
1 O 3.99 0.16 0.38  -0.50
2 C -2.19 -0.05 -0.39  -0.31
3 C -0.87 -0.04 0.38  -0.70
4 C 0.38 -0.23 -0.49  -0.57
5 C -3.38 0.15 0.54  -1.24
6 C 2.93 -0.23 -0.48  -0.49
7 C 1.66 -0.11 0.33  -0.59
8 H -2.29 -1.01 -0.92  0.30
9 H 2.88 0.42 -1.37  0.31
10 H -3.30 1.11 1.08  0.31
11 H 0.38 0.53 -1.29  0.35
12 H 4.83 0.00 -0.07  0.30
13 H -2.17 0.73 -1.15  0.30
14 H 1.68 0.87 0.83  0.31
15 H 0.34 -1.21 -0.99  0.32
16 H -4.33 0.16 -0.01  0.37
17 H -0.89 -0.82 1.15  0.31
18 H 3.06 -1.26 -0.83  0.30
19 H -0.78 0.92 0.92  0.33
20 H 1.67 -0.86 1.13  0.29
21 H -3.44 -0.64 1.29  0.31

Highest occupied orbital energy in eV: -10.313
HOMO-LUMO gap in eV: 11.332
SMILES string: CCCCCCO

=====

Entry Q
Formula: C6H14O
Source: OMol25
Level of theory: wB97M-V/def2-TZVPD

Last column: Mulliken charge in e.
CARTESIAN COORDINATES (ANGSTROEM)
1 O -1.21 -1.74 0.92  -0.51
2 C -1.80 -0.43 1.22  -0.48
3 C 1.70 0.66 -0.05  -0.79
4 C -0.86 0.75 1.18  -0.42
5 C 0.13 0.04 -2.18  -1.08
6 C 1.24 -0.39 -1.16  -0.42
7 C 0.74 0.50 1.29  -0.75
8 H 2.75 0.53 0.05  0.41
9 H 0.38 -0.56 -3.15  0.30
10 H -2.38 -0.48 2.14  0.38
11 H 0.98 -1.31 -0.71  0.26
12 H -1.11 1.32 0.25  0.24
13 H 0.06 1.06 -2.50  0.33
14 H -1.87 -2.40 0.89  0.26
15 H 1.15 0.99 2.08  0.51
16 H 1.56 1.70 -0.41  0.31
17 H 0.80 -0.65 1.49  0.23
18 H -2.49 -0.23 0.34  0.23
19 H -1.09 1.66 1.94  0.32
20 H -0.91 -0.39 -2.05  0.23
21 H 2.21 -0.65 -1.58  0.43

Highest occupied orbital energy in eV: -9.920
HOMO-LUMO gap in eV: 10.807
SMILES string: CCCCCCO

=====

Which of them is most stable? Easy: entry P.